The following is a DFT calculation (the ωB97M-V functional and the def2-TZVPD basis) of an isolated ion of composition C7H10Cl2NO and charge +1.

Properties
- LUMO energy (alpha / beta) (eV) = -2.64 / -7.16
- gap between HOMO and LUMO (alpha / beta) (eV) = 8.10 / 7.45
- charge = +1
- multiplicity = 3

Element x y z (Å)
1 C -0.66885 -2.36353 -1.19252
2 C -1.91849 -1.66707 -0.83606
3 C 0.50581 -1.97169 -0.67748
4 C -1.89110 -0.50007 -0.13919
5 C 0.49235 -0.99287 0.39638
6 C -0.14419 0.95054 -0.90112
7 C 0.15036 1.35662 2.23564
8 N -0.50403 0.12051 0.18670
9 O -0.84413 0.82906 1.38647
10 Cl -3.27399 0.37205 0.25341
11 Cl 0.14502 -1.83814 1.98272
12 H -0.74539 -3.25724 -1.78670
13 H -2.90129 -2.02519 -1.11588
14 H 1.30388 -2.67064 -0.41733
15 H 1.43822 -0.41394 0.66885
16 H 0.58788 1.67448 -0.50086
17 H 0.32454 0.25464 -1.76701
18 H -0.98265 1.48374 -1.28469
19 H -0.24431 2.30293 2.66737
20 H 0.95417 1.71189 1.46807
21 H 0.51855 0.55700 2.88144

The following is a DFT calculation (the ωB97M-V functional and the def2-TZVPD basis) of C7H10Cl3P as an isolated structure.

Properties
- LUMO energy (eV) = 0.62
- gap between HOMO and LUMO (eV) = 9.07
- relative energy (zero: lowest compared OMol25 entry of this formula, charge and spin) (kJ/mol) = 0.0
- multiplicity = 1

Element x y z (Å)
1 C 0.48177 0.71624 0.40750
2 C 0.60925 -0.35377 -0.46516
3 C -0.61565 1.71699 0.27160
4 C -0.24474 -0.57713 -1.65039
5 C -2.20677 0.55286 0.00467
6 C 1.42522 0.69930 1.51780
7 C 1.63506 -1.40377 -0.29107
8 P -1.99712 -1.00198 -1.00574
9 Cl -2.89871 0.24824 1.65322
10 Cl -3.31737 1.51429 -0.99281
11 Cl -1.41415 -2.42778 0.17310
12 H -1.00346 2.21700 1.09636
13 H -0.72628 2.24732 -0.76922
14 H -0.48899 0.23872 -2.23086
15 H 0.05456 -1.35923 -2.38993
16 H 1.75632 -0.27694 1.75674
17 H 0.98769 1.17681 2.45743
18 H 2.38496 1.20117 1.04859
19 H 1.29701 -2.30896 -0.76983
20 H 1.62200 -1.62222 0.71626
21 H 2.65939 -1.19718 -0.53826

The following is a DFT calculation (the ωB97M-V functional and the def2-TZVPD basis) of an isolated ion of composition C7H10ClN2O and charge -1.

Properties
- LUMO energy (eV) = 3.45
- gap between HOMO and LUMO (eV) = 7.12
- relative energy (zero: lowest compared OMol25 entry of this formula, charge and spin) (kJ/mol) = 130.7
- charge = -1
- multiplicity = 1

Element x y z (Å)
1 C 1.89003 1.37367 1.19433
2 C 0.73533 2.08579 0.89274
3 C 2.54686 -1.02269 1.21852
4 C -0.73812 0.85208 -0.71306
5 C -2.10400 -1.12624 0.31626
6 C -0.37843 -1.55340 -1.41104
7 C -0.74351 -0.67194 -0.25215
8 N 2.22424 0.14889 1.09063
9 N -0.26316 1.92417 -0.08653
10 O -0.68089 3.11939 -0.52367
11 Cl 3.71909 -1.30506 -0.49215
12 H 2.39225 1.79674 2.06300
13 H 0.85141 3.18509 1.14507
14 H -1.43568 1.09408 -1.43778
15 H -2.31350 -0.55411 1.16500
16 H -1.92302 -2.12769 0.65579
17 H -2.94459 -1.02857 -0.40063
18 H -0.19760 -2.63139 -0.90704
19 H 0.48783 -1.23249 -1.89368
20 H -1.20639 -1.55577 -2.17642
21 H 0.08185 -0.77054 0.55282

The following is a DFT calculation (the ωB97M-V functional and the def2-TZVPD basis) of C7H10ClN4O3S as an isolated structure.

Properties
- LUMO energy (alpha / beta) (eV) = -6.06 / -6.06
- gap between HOMO and LUMO (alpha / beta) (eV) = 7.50 / 7.50
- relative energy (zero: lowest compared OMol25 entry of this formula, charge and spin) (kJ/mol) = 128.1
- charge = +1
- multiplicity = 1

Element x y z (Å)
1 C 0.52029 -2.36257 0.64477
2 C 0.99226 1.59832 0.88139
3 C -0.05434 0.55006 -1.27504
4 C 2.07062 -0.85586 0.35679
5 C -3.04032 -1.02734 0.33558
6 C -2.28726 -0.36694 -0.82044
7 C 1.28524 0.84978 -0.44097
8 N 0.80159 -2.23753 -0.66653
9 N 1.80561 -1.49360 -0.79456
10 N 1.21100 -1.45686 1.33579
11 N 0.85114 2.93038 0.74399
12 O 0.95870 0.93414 1.88407
13 O -0.25334 0.96280 -2.41564
14 O -0.88167 -0.01916 -0.44859
15 S 2.49446 1.58727 -1.39938
16 Cl 3.66215 -0.33599 0.72484
17 H -0.34199 -2.87962 1.07457
18 H -3.89518 -0.35541 0.72347
19 H -3.37162 -1.94284 -0.05553
20 H -2.28902 -1.22409 1.17704
21 H -2.80795 0.50907 -1.21467
22 H -2.13869 -1.06697 -1.60799
23 H 1.03038 -1.11124 2.28943
24 H 0.86127 3.43810 -0.03650
25 H 0.99917 3.53779 1.57270
26 H 1.81750 1.83830 -2.56857

The following is a DFT calculation (the ωB97M-V functional and the def2-TZVPD basis) of a single C7H10F3NO molecule.

Properties
- LUMO energy (eV) = 0.65
- gap between HOMO and LUMO (eV) = 9.13
- relative energy (zero: lowest compared OMol25 entry of this formula, charge and spin) (kJ/mol) = 408.0
- multiplicity = 1

Element x y z (Å)
1 C 2.01011 2.22801 1.03438
2 C 0.95959 1.20154 0.69828
3 N 0.96300 0.26915 -0.18879
4 O 2.01641 0.05966 -0.94420
5 C -0.19036 -0.64400 -0.40611
6 C -0.09787 -1.66512 0.74478
7 C -0.14562 -1.32302 -1.72751
8 C -1.48976 0.23451 -0.41263
9 F -1.27612 1.50848 -0.99456
10 C -2.67978 0.10160 0.12854
11 F -2.99183 -1.00947 0.70111
12 F -3.70371 0.85833 0.10552
13 H 3.00722 1.89852 0.55123
14 H 2.02764 2.25603 2.08505
15 H 1.66880 3.09352 0.57252
16 H 0.10172 1.28680 1.25191
17 H -0.43498 -1.28530 1.75008
18 H 1.00601 -1.95120 0.88911
19 H -0.61328 -2.57718 0.33249
20 H 0.74670 -2.08593 -1.76142
21 H 0.14349 -0.57832 -2.47769
22 H -1.02740 -1.87661 -1.93205

The following is a DFT calculation (the ωB97M-V functional and the def2-TZVPD basis) of a single C7H10FN molecule.

Properties
- LUMO energy (eV) = 1.02
- gap between HOMO and LUMO (eV) = 9.92
- relative energy (zero: lowest compared OMol25 entry of this formula, charge and spin) (kJ/mol) = 211.9
- multiplicity = 1

Element x y z (Å)
1 H -0.10277 3.09797 1.05946
2 N -0.36970 2.30949 0.51003
3 C -0.14909 1.25950 1.17539
4 C 0.23928 1.22469 2.62161
5 C -0.41278 -0.18187 0.40939
6 F -0.14578 -1.25772 1.23637
7 C -1.48738 -0.43922 -0.56534
8 C -0.04626 -0.34656 -1.05384
9 C 0.53283 -1.59838 -1.52399
10 C 1.27720 -1.72986 -2.68690
11 H -0.48758 1.71041 3.36161
12 H 1.22393 1.82661 2.80323
13 H 0.47250 0.22151 2.92012
14 H -2.25657 0.42846 -0.88301
15 H -1.90451 -1.44259 -0.48425
16 H 0.25694 0.61126 -1.53077
17 H 0.27734 -2.46417 -0.89330
18 H 1.87656 -2.43733 -3.21165
19 H 1.20585 -0.79221 -3.26415

The following is a DFT calculation (the ωB97M-V functional and the def2-TZVPD basis) of C7H10I2O2 as an isolated structure.

Properties
- LUMO energy (eV) = -0.16
- gap between HOMO and LUMO (eV) = 9.08
- relative energy (zero: lowest compared OMol25 entry of this formula, charge and spin) (kJ/mol) = 0.0
- multiplicity = 1

Element x y z (Å)
1 C 0.22687 0.48032 -0.75303
2 C 1.78325 0.65487 1.33213
3 C 1.41191 1.07181 -0.07182
4 C 2.63965 0.03034 0.28548
5 C 1.77327 2.44257 -0.57759
6 C -1.93356 -2.29145 0.17476
7 C -1.34826 -1.26177 -0.77191
8 O -0.22801 0.92032 -1.77858
9 O -0.27213 -0.58163 -0.11443
10 I 2.42977 -2.04414 -0.12366
11 I 4.62729 0.73932 -0.00620
12 H 2.22702 1.41575 1.96316
13 H 1.09367 0.01276 1.86510
14 H 2.52962 2.91232 0.04559
15 H 0.88152 3.06793 -0.57457
16 H 2.13455 2.39206 -1.60390
17 H -2.48246 -1.81280 0.97900
18 H -2.60724 -2.93888 -0.37211
19 H -1.14114 -2.89365 0.60268
20 H -2.09517 -0.52275 -1.07965
21 H -0.94702 -1.73827 -1.67298

The following is a DFT calculation (the ωB97M-V functional and the def2-TZVPD basis) of a single C7H10INO2 molecule.

Properties
- LUMO energy (eV) = 0.12
- gap between HOMO and LUMO (eV) = 8.56
- relative energy (zero: lowest compared OMol25 entry of this formula, charge and spin) (kJ/mol) = 310.3
- multiplicity = 1

Element x y z (Å)
1 H -1.04854 1.70920 -1.11406
2 N -1.87314 1.59236 -1.68409
3 C -2.39741 0.44580 -1.56398
4 C -1.94675 -0.67374 -0.75334
5 C -0.96442 -0.59549 0.17725
6 C -0.21142 0.67466 0.58280
7 C 1.11770 0.83927 0.37496
8 I 2.44054 -0.72566 -0.36774
9 O 1.66368 2.04109 0.55539
10 C 3.05583 2.23828 0.80004
11 O -0.35546 -1.60961 0.77056
12 C -0.81448 -2.97179 0.52780
13 H -3.14165 0.11394 -2.16724
14 H -2.51097 -1.48564 -1.11792
15 H -0.91736 1.31108 1.00037
16 H 3.46010 3.29557 0.48931
17 H 3.57765 1.62069 0.19498
18 H 3.46745 2.09381 1.89442
19 H -1.93633 -2.87851 0.77234
20 H -0.19530 -3.67170 1.14923
21 H -0.46973 -3.36362 -0.52111

The following is a DFT calculation (the ωB97M-V functional and the def2-TZVPD basis) of C7H10INaOP as an isolated structure.

Properties
- LUMO energy (eV) = -4.79
- gap between HOMO and LUMO (eV) = 6.96
- charge = +1
- multiplicity = 1

Element x y z (Å)
1 I 2.45365 -2.55300 0.73015
2 P 2.09363 -0.10574 0.22816
3 C 1.65097 1.70283 -0.14906
4 O 0.43545 1.88764 -0.92268
5 C -0.53693 0.87877 -0.64214
6 C -1.26751 0.86279 0.73127
7 C -2.28669 -0.27600 0.99963
8 C -2.51204 -1.31634 -0.12527
9 C -1.82853 -1.29508 -1.51539
10 C -0.80496 -0.16292 -1.78532
11 H 1.18601 -0.11387 1.34540
12 H 3.47388 0.20866 0.54577
13 H 1.79172 -0.51122 -1.10940
14 H 1.53745 2.34703 0.80821
15 H 2.50577 2.17218 -0.77402
16 H -0.99352 1.68997 1.48102
17 H -2.80518 -0.31173 2.02322
18 H -3.25272 -2.16287 0.07866
19 H -2.02141 -2.04471 -2.35193
20 H -0.22930 -0.04886 -2.77133
21 Na 1.41028 -0.84753 3.17506

The following is a DFT calculation (the ωB97M-V functional and the def2-TZVPD basis) of C7H10N as an isolated structure.

Properties
- LUMO energy (alpha / beta) (eV) = -4.16 / -4.12
- gap between HOMO and LUMO (alpha / beta) (eV) = 8.29 / 8.02
- relative energy (zero: lowest compared OMol25 entry of this formula, charge and spin) (kJ/mol) = 475.7
- charge = +1
- multiplicity = 1

Element x y z (Å)
1 C -0.12695 -1.14196 -0.11264
2 C 1.18254 -0.91913 0.65497
3 C 0.18221 0.24109 -0.63695
4 C 1.41172 0.30273 0.11069
5 C -2.16668 -0.00710 -0.25570
6 C -1.27913 1.00789 -0.85444
7 C 2.55866 1.14670 -0.08242
8 N -1.39582 -0.97138 0.62822
9 H -0.05860 -1.98577 -0.74015
10 H 1.56151 -1.49256 1.37584
11 H -3.08209 0.59500 0.28843
12 H -2.72494 -0.52231 -1.15915
13 H -1.52890 1.93578 -1.37470
14 H 2.95212 1.47275 0.96989
15 H 2.39781 2.10533 -0.70380
16 H 3.24652 0.58725 -0.53478
17 H -1.77321 -1.87279 0.86675
18 H -1.35677 -0.48152 1.55993

For reference, molar mass by record: 195.07; 231.49; 173.62; 265.70; 181.16; 127.16; 379.96; 267.07; 291.02; 108.16 g/mol.